No. 1
Molecular formula: C5H12N2
Method: DFT, ωB97M-V with the def2-TZVPD basis set

The geometry in XYZ format:
```
19
Properties=species:S:1:pos:R:3
C -1.38570 -3.38658 -0.06319
C -1.78300 -1.94626 -0.23988
C -0.97456 -0.99448 0.23828
N -0.98830 0.37255 -0.07575
H -0.45188 -3.41778 0.49656
H -2.12718 -3.97146 0.49458
H -1.26615 -3.89180 -1.02440
H -2.54847 -1.66802 -0.95484
H -0.11536 -1.28740 0.83588
H -0.34672 0.92751 0.46449
H -1.90009 0.80215 -0.11232
C 2.35714 1.55985 0.91315
N 1.43328 2.28721 0.44476
C 1.26090 2.21424 -1.00117
H 2.47203 1.49869 1.99049
H 3.05556 1.01876 0.26886
H 0.29960 2.63959 -1.28317
H 1.34744 1.21697 -1.43149
H 2.00572 2.84153 -1.50760
```

Results
**Energy above the lowest of the compared OMol25 structures with the same formula, charge and spin**: 46.3 kcal per mole
**HOMO-LUMO gap**: 8.88 eV
**Calculated total energy**: -307.15556 a.u.
**SMILES**: C/C=C/N.C=NC
**Net charge**: 0
**HOMO energy**: -7.9 eV

These are the Mulliken partial charges, in e, on atoms 1 to 6:
1. C -0.97
2. C 0.00
3. C -0.32
4. N -0.42
5. H 0.29
6. H 0.27


No. 2
Molecular formula: C40H28N11ORuS
Method: DFT, ωB97M-V with the def2-TZVPD basis set

The geometry in XYZ format:
```
82
Properties=species:S:1:pos:R:3
Ru 1.19192 -0.21803 0.06721
C 1.43380 -6.76337 -0.57613
C 0.32141 -6.74183 0.26302
C -0.13836 -5.54670 0.81239
C 0.55100 -4.39519 0.49579
C 0.31032 -2.97960 0.85655
N -0.75952 -2.59281 1.47030
C -1.07149 -1.28861 1.70292
C -2.23394 -0.83765 2.41793
C -3.30475 -1.52289 2.98925
C -4.29781 -0.77306 3.59171
C -4.22998 0.63298 3.63170
C -3.16682 1.31553 3.07004
C -2.16866 0.56437 2.45962
C -0.96267 0.95255 1.77609
N -0.51478 2.22582 1.68639
C 0.56768 2.55198 1.05821
N 1.45871 1.73540 0.38015
C 2.42755 2.51466 -0.20530
N 3.44333 2.13396 -0.91566
C 3.70816 0.83503 -1.19638
N 2.92722 -0.25969 -0.92710
C 3.61633 -1.40466 -1.26379
N 3.20417 -2.69410 -1.10760
C 2.16617 -3.02744 -0.41872
N 1.34897 -2.21902 0.34752
C 1.67182 -4.42088 -0.31640
C 2.13037 -5.59445 -0.87413
C 4.87868 -1.02490 -1.82747
C 5.94543 -1.77755 -2.31907
C 7.05907 -1.09344 -2.76339
C 7.11627 0.31374 -2.72507
C 6.05991 1.06261 -2.24378
C 4.93599 0.37699 -1.78995
C 2.16738 3.92615 0.14623
C 2.84986 5.08084 -0.16447
C 2.37294 6.27158 0.37858
C 1.25486 6.28484 1.20940
C 0.56793 5.11092 1.50384
C 1.04346 3.94426 0.94911
N -0.36516 -0.18075 1.29737
H 1.75638 -7.70468 -1.00357
H -0.18951 -7.67070 0.49181
H -1.00246 -5.51184 1.46593
H -3.35329 -2.60588 2.95197
H -5.14392 -1.27422 4.04558
H -5.02583 1.18697 4.11611
H -3.10939 2.39860 3.08867
H 3.00232 -5.59724 -1.51917
H 5.89153 -2.86017 -2.34483
H 7.90809 -1.64626 -3.14773
H 8.01135 0.81343 -3.07435
H 6.09528 2.14612 -2.21675
H 3.72459 5.05237 -0.80455
H 2.87576 7.20355 0.15205
H 0.91651 7.22418 1.63019
H -0.30874 5.10089 2.14165
C -5.18149 1.68808 0.48871
C -3.99228 2.56843 0.21069
C -3.92317 3.87400 0.67734
C -2.78371 4.58633 0.33763
N -1.79347 4.08620 -0.39240
C -1.93561 2.80722 -0.82639
S -0.66873 2.07282 -1.75880
N -3.01959 2.03748 -0.52560
H -5.75495 1.54840 -0.43136
H -5.83689 2.12420 1.24320
H -4.84590 0.70324 0.82318
H -4.71930 4.31011 1.26898
H -2.65292 5.61465 0.67461
C -2.08616 -3.36880 -1.67849
N -2.41897 -1.95319 -1.70465
C -3.81903 -1.57950 -1.84336
C -1.48395 -1.00335 -1.63064
O -0.26122 -1.24309 -1.55993
H -2.31095 -3.79896 -0.69944
H -1.02466 -3.49110 -1.87978
H -2.66140 -3.89621 -2.44092
H -4.40090 -1.94393 -0.99219
H -4.23335 -2.00816 -2.75819
H -3.90111 -0.49366 -1.88583
H -1.85576 0.02606 -1.61631
```

Results
**Energy above the lowest of the compared OMol25 structures with the same formula, charge and spin**: 24.1 kcal per mole
**Multiplicity**: 6
**HOMO-LUMO gap (alpha / beta)**: 5.11 / 4.17 eV
**Calculated total energy**: -2711.81283 a.u.
**Net charge**: 0
**HOMO energy (alpha / beta)**: -6.2 / -6.7 eV

These are the Mulliken partial charges, in e, on atoms 1 to 6:
1. Ru 0.97
2. C -0.65
3. C -0.72
4. C -0.07
5. C 0.33
6. C -0.18


No. 3
Molecular formula: C3H7NO2
Method: DFT, ωB97M-V with the def2-TZVPD basis set

The geometry in XYZ format:
```
13
Properties=species:S:1:pos:R:3
C -0.24154 0.31594 -0.43360
C 0.84833 0.47978 -1.44407
N -0.53585 -0.92131 1.63699
C 0.18195 0.14237 1.02729
O -1.34736 -0.30066 -0.92264
O 1.33507 0.45716 1.36027
H -2.08874 -0.14696 -0.32729
H -0.33704 -1.06861 2.61506
H -0.51770 -1.78148 1.09696
H -0.65627 1.25699 0.47566
H 0.80402 1.48381 -1.88249
H 0.73568 -0.26522 -2.23959
H 1.81944 0.34818 -0.96255
```

Results
**Energy above the lowest of the compared OMol25 structures with the same formula, charge and spin**: 78.6 kcal per mole
**HOMO-LUMO gap**: 9.37 eV
**Calculated total energy**: -323.65575 a.u.
**Net charge**: 0
**HOMO energy**: -8.8 eV

These are the Mulliken partial charges, in e, on atoms 1 to 6:
1. C 0.50
2. C -1.06
3. N -0.48
4. C 0.35
5. O -0.51
6. O -0.63


No. 4
Molecular formula: C3H6ClO2P
Method: DFT, ωB97M-V with the def2-TZVPD basis set

The geometry in XYZ format:
```
13
Properties=species:S:1:pos:R:3
C -2.85648 0.70638 0.18751
C -1.56946 0.49981 0.41726
P -0.52755 -0.45240 -0.78712
Cl -0.93128 -2.40047 -0.31090
O 0.92589 -0.56044 0.07169
C 2.13718 -0.02618 -0.44453
O 3.00954 0.17466 0.57039
H -3.45638 1.27945 0.84936
H -3.31366 0.60531 -0.77418
H -1.24532 0.46189 1.46443
H 1.76455 0.99962 -0.80278
H 2.71645 -0.60757 -1.34346
H 3.34653 -0.68006 0.90233
```

Results
**Energy above the lowest of the compared OMol25 structures with the same formula, charge and spin**: 58.5 kcal per mole
**HOMO-LUMO gap**: 9.67 eV
**Calculated total energy**: -1069.90269 a.u.
**SMILES**: C=CP(Cl)OCO
**Net charge**: 0
**HOMO energy**: -9.4 eV

These are the Mulliken partial charges, in e, on atoms 1 to 6:
1. C -0.54
2. C -0.16
3. P 0.10
4. Cl -0.22
5. O -0.18
6. C -0.17


No. 5
Molecular formula: C4H7NO
Method: DFT, ωB97M-V with the def2-TZVPD basis set

The geometry in XYZ format:
```
13
Properties=species:S:1:pos:R:3
C -1.87784 -0.97572 0.06033
N -1.18152 0.24709 -0.42116
C -0.59672 1.22291 0.43153
C 0.32342 0.46000 -0.48816
C 1.22519 -0.43466 0.15600
O 2.47078 -0.33838 0.02209
H -3.00254 -0.65307 -0.17570
H -1.55170 -1.84532 -0.50159
H -1.64680 -1.08421 1.12723
H -0.58745 0.88400 1.47055
H -0.64039 2.27299 0.32524
H 0.72246 0.84554 -1.34890
H 0.76655 -1.07777 0.91632
```

Results
**Energy above the lowest of the compared OMol25 structures with the same formula, charge and spin**: 73.8 kcal per mole
**HOMO-LUMO gap**: 10.11 eV
**Calculated total energy**: -286.51411 a.u.
**SMILES**: CN1C[C@H]1C=O
**Net charge**: 0
**HOMO energy**: -9.3 eV

These are the Mulliken partial charges, in e, on atoms 1 to 6:
1. C -0.71
2. N -0.23
3. C -0.54
4. C -0.01
5. C -0.06
6. O -0.54


No. 6
Molecular formula: C28H55N7O12
Method: DFT, ωB97M-V with the def2-TZVPD basis set

The geometry in XYZ format:
```
102
Properties=species:S:1:pos:R:3
O 13.06256 4.28673 2.03795
C 12.64295 5.06410 1.23742
O 13.18024 6.31651 0.98814
C 12.07612 7.16365 0.99327
O 12.18200 8.33989 0.79998
C 10.82314 6.36678 0.86575
C 9.47635 7.00310 0.79856
C 8.37294 5.98479 1.11221
C 7.58165 6.22900 2.33558
O 8.60710 5.13507 2.16100
C 11.23640 5.10278 0.71101
O 10.54642 4.03119 0.26936
H 9.24473 7.47290 -0.15146
H 9.41701 7.66862 1.64968
H 7.82984 5.57086 0.27300
H 6.62124 5.74749 2.39633
H 8.02454 6.59651 3.24990
H 10.07039 4.33754 -0.50493
C 6.06621 1.40634 2.04395
N 5.90508 2.84605 1.95863
C 4.76546 3.54186 1.71387
C 3.50880 2.74743 1.48781
O 4.78521 4.76866 1.68558
H 6.44571 1.13723 3.03002
H 6.78554 1.07202 1.29292
H 5.12101 0.89948 1.88534
H 6.72135 3.42507 2.09902
H 2.68804 3.43644 1.30960
H 3.61950 2.10234 0.61376
H 3.28410 2.13329 2.36852
C 0.02412 -1.42713 4.29449
N 1.13814 -0.50598 4.46933
C 1.98410 -0.04098 3.53221
C 1.76116 -0.47590 2.09806
O 2.90295 0.71786 3.84594
H -0.89700 -0.95131 4.60869
H 0.19694 -2.30888 4.91669
H -0.07140 -1.73653 3.26316
H 1.33074 -0.15477 5.39335
H 2.52917 -0.01183 1.48502
H 1.83505 -1.55376 2.00108
H 0.78379 -0.14819 1.74501
C -0.59223 -3.78101 -2.18812
N -0.72388 -3.44715 -0.78119
C 0.26821 -3.22098 0.11286
C 1.68503 -3.33048 -0.39362
O 0.00898 -2.93956 1.27884
H -1.08776 -3.01688 -2.78736
H -1.07381 -4.74354 -2.37873
H 0.44626 -3.83390 -2.48168
H -1.64960 -3.36428 -0.39394
H 2.36727 -3.12736 0.42545
H 1.87955 -4.33621 -0.76687
H 1.86352 -2.60820 -1.19131
C -3.84640 -2.69416 0.55074
N -3.12086 -2.10482 1.65690
C -3.62474 -1.40025 2.70835
C -5.11552 -1.19577 2.76017
O -2.85698 -0.96722 3.55467
H -3.67661 -3.77527 0.52970
H -3.49290 -2.26952 -0.39324
H -4.91160 -2.50911 0.63750
H -2.11353 -2.21038 1.68630
H -5.35978 -0.61998 3.64664
H -5.45706 -0.65234 1.89075
H -5.62830 -2.15740 2.81455
C -9.62858 2.82060 0.54080
N -8.57882 2.01039 1.12824
C -8.27375 0.71273 0.86859
C -9.10796 -0.01811 -0.15447
O -7.34748 0.17118 1.45694
H -9.19105 3.68951 0.04625
H -10.30381 3.17322 1.32248
H -10.19769 2.25197 -0.18572
H -7.98095 2.43342 1.82020
H -8.74425 -1.03009 -0.25078
H -10.15308 -0.04750 0.16190
H -9.03433 0.46727 -1.12779
C -11.41974 -4.87549 -1.64727
N -10.41356 -3.85802 -1.40236
C -9.52486 -3.32356 -2.27948
C -9.55820 -3.82954 -3.70164
O -8.73453 -2.46649 -1.91590
H -12.40970 -4.47713 -1.41994
H -11.23808 -5.73603 -1.00170
H -11.40107 -5.20146 -2.68090
H -10.33741 -3.47898 -0.47207
H -8.79489 -3.30912 -4.27064
H -9.35076 -4.89954 -3.73383
H -10.52932 -3.63388 -4.15741
C 1.16916 -3.01782 -7.26612
N 0.97002 -2.71255 -5.86051
C 1.90920 -2.49579 -4.90520
C 3.35833 -2.57303 -5.31998
O 1.57706 -2.24771 -3.75527
H 0.69707 -2.24947 -7.87993
H 0.71012 -3.97876 -7.50288
H 2.22438 -3.06296 -7.50947
H 0.02526 -2.64392 -5.51790
H 3.97731 -2.37741 -4.45057
H 3.59660 -3.56564 -5.70348
H 3.57997 -1.82597 -6.08250
```

Results
**HOMO-LUMO gap**: 8.60 eV
**Calculated total energy**: -2386.09378 a.u.
**SMILES**: O=C1OC(=O)C(C[C@@H]2CO2)=C1O.CNC(C)=O.CNC(C)=O.CNC(C)=O.CNC(C)=O.CNC(C)=O.CNC(C)=O.CNC(C)=O
**Net charge**: 0
**HOMO energy**: -8.6 eV

These are the Mulliken partial charges, in e, on atoms 1 to 6:
1. O -0.47
2. C 0.42
3. O -0.30
4. C -0.35
5. O -0.52
6. C 0.36


- Look up the net charge of the sixth one.
  0


- Which of these has the lowest calculated total energy?
  C40H28N11ORuS